The following is a quantum chemistry calculation of 6 unconnected molecules or ions with the total composition C27H63F5N3O12S at a distorted geometry, from the OMol25 dataset.

CARTESIAN COORDINATES (ANGSTROEM)
C: -1.469478 -3.209326 -1.076999
C: -1.598308 -2.206858 -2.239908
C: -0.622742 -2.558553 -3.361487
C: -3.035447 -2.037359 -2.728251
N: -3.604412 -0.723801 -2.242208
C: -4.838038 -0.829137 -1.678446
N: -5.074853 -0.268058 -0.474458
N: -5.823373 -1.466159 -2.247703
S: -7.402870 -1.666507 -1.564773
O: -7.926813 -0.478846 -1.059006
O: -7.361209 -2.770946 -0.725879
C: -8.394342 -2.103665 -3.072261
F: -8.149965 -1.135963 -3.934305
F: -8.010214 -3.228866 -3.547686
C: -9.918767 -2.086779 -2.791155
F: -10.482131 -2.491564 -3.888618
F: -10.206518 -2.919055 -1.840254
F: -10.340412 -0.907081 -2.525048
H: -2.457775 -3.354000 -0.643498
H: -1.087449 -4.161155 -1.416076
H: -0.809502 -2.802103 -0.327467
H: -1.288502 -1.239589 -1.855327
H: 0.369897 -2.620885 -2.938109
H: -0.648227 -1.804648 -4.136454
H: -0.861306 -3.540587 -3.759286
H: -3.119205 -2.054145 -3.814706
H: -3.627366 -2.868253 -2.358659
H: -3.606950 -0.035386 -2.988766
H: -5.509364 0.648242 -0.615946
H: -4.211826 -0.158223 0.049273
H: -5.657697 -1.893625 -3.156195
C: 1.401283 0.590053 -0.087304
O: -0.003615 0.793641 -0.020120
C: -0.448600 1.147425 1.283388
C: -0.687436 2.637280 1.412190
O: 0.519721 3.369608 1.293190
C: 0.688581 3.945430 0.005388
H: 1.689524 0.588409 -1.137650
H: 1.949292 1.381301 0.426592
H: 1.665695 -0.378613 0.350124
H: 0.264285 0.806310 2.038972
H: -1.395271 0.621449 1.454013
H: -1.092279 2.842481 2.409080
H: -1.423635 2.978866 0.676082
H: 0.053655 4.832758 -0.088433
H: 0.450976 3.237676 -0.792201
H: 1.729836 4.247562 -0.092922
C: 4.380823 6.772617 0.011861
O: 2.978014 6.974808 0.067835
C: 2.525164 7.309539 1.374896
C: 2.288176 8.798536 1.513709
O: 3.495229 9.535032 1.408494
C: 3.684399 10.121269 0.130688
H: 4.679656 6.787758 -1.035389
H: 4.924728 7.554995 0.544483
H: 4.641658 5.796376 0.436055
H: 3.233670 6.957763 2.130889
H: 1.577423 6.783069 1.533259
H: 1.876838 8.996155 2.509038
H: 1.557032 9.142584 0.775714
H: 3.051619 11.008577 0.026277
H: 3.461671 9.418029 -0.674784
H: 4.727957 10.422581 0.054635
C: -2.631045 8.690853 4.970240
O: -1.484590 8.443222 4.172919
C: -0.750577 7.300721 4.585613
C: -1.046448 6.100929 3.711933
O: -2.391888 5.662851 3.852674
C: -3.229539 6.098955 2.797410
H: -3.260830 9.402149 4.438084
H: -3.204414 7.779037 5.151400
H: -2.338848 9.132012 5.928763
H: -0.951098 7.070944 5.636331
H: 0.311369 7.549835 4.492846
H: -0.405694 5.271561 4.027788
H: -0.818305 6.317927 2.663271
H: -3.050025 5.495507 1.899032
H: -3.071302 7.153715 2.563509
H: -4.262938 5.961572 3.113655
C: 2.014877 -5.523314 -0.293530
O: 0.850392 -5.492787 0.518667
C: -0.008024 -6.601872 0.281747
C: 0.159013 -7.667996 1.343672
O: 1.446723 -8.258673 1.294076
C: 2.335803 -7.749362 2.276279
H: 2.734310 -4.817617 0.119429
H: 2.469192 -6.513741 -0.314242
H: 1.772245 -5.215445 -1.317441
H: 0.166137 -7.019678 -0.715101
H: -1.037058 -6.226765 0.313769
H: -0.567813 -8.465142 1.157247
H: -0.042927 -7.256534 2.337296
H: 2.100319 -8.177905 3.255482
H: 2.293284 -6.659635 2.335179
H: 3.345688 -8.046262 1.996472
C: 7.506837 -7.328036 -3.347502
O: 7.763819 -7.059613 -1.979541
C: 7.186015 -5.845953 -1.527434
C: 5.902042 -6.088709 -0.762868
O: 4.880761 -6.619402 -1.596190
C: 4.728107 -8.024182 -1.453101
H: 7.750505 -8.372620 -3.534475
H: 6.458632 -7.159438 -3.604593
H: 8.141919 -6.701880 -3.983255
H: 7.010960 -5.165322 -2.366601
H: 7.910851 -5.373427 -0.857458
H: 5.537365 -5.129952 -0.378478
H: 6.082760 -6.745414 0.093546
H: 4.190630 -8.253504 -0.525914
H: 5.691455 -8.537310 -1.451953
H: 4.140447 -8.382746 -2.297044

Cartesian forces (eV/Å) of the 2 atoms listed first:
C -0.59 0.63 -0.40
C 0.63 0.02 0.06

Calculated values
2S+1   1
Energy above the lowest of the compared OMol25 structures with the same formula, charge and spin   0.00 kJ/mol
Highest occupied orbital energy   -10.4620 eV
Total charge   +1
Kohn-Sham gap   5.857 eV
Calculated total energy   -82468.752 eV